No. 1
106
Properties=species:S:1:pos:R:3 method="wB97M-V/def2-TZVPD" total_charge=0 relative_energy_kcal_mol=6.8 homo_lumo_gap_ev="4.794 / 4.389" e_homo_ev="-5.58 / -5.58" e_tot_ev=-173011.82353 multiplicity=4
Re -0.58 0.64 0.24
O -0.59 -6.09 -1.24
C -0.29 -5.19 -2.29
C -0.36 -3.79 -1.77
C 0.45 -2.79 -2.28
C 0.36 -1.52 -1.76
N -0.46 -1.21 -0.75
C -1.29 -2.16 -0.28
C -1.26 -3.45 -0.75
C -2.13 -1.75 0.86
C -3.28 -2.39 1.24
C -4.01 -1.91 2.32
C -5.34 -2.50 2.70
O -5.83 -3.46 1.79
C -3.49 -0.84 3.03
C -2.34 -0.22 2.59
N -1.69 -0.64 1.50
H -0.61 -6.98 -1.60
H -1.02 -5.27 -3.11
H 0.70 -5.37 -2.71
H 1.15 -3.00 -3.07
H 0.97 -0.71 -2.14
H -1.89 -4.21 -0.32
H -3.64 -3.23 0.66
H -6.06 -1.68 2.84
H -5.24 -3.01 3.66
H -6.01 -3.03 0.94
H -4.00 -0.44 3.90
H -1.93 0.65 3.08
O -3.76 2.28 1.83
As -2.39 3.26 1.38
O -2.22 4.46 2.45
O -0.98 2.25 1.34
C -2.59 3.89 -0.43
C -2.01 5.13 -0.65
C -1.95 5.66 -1.94
C -2.48 4.95 -3.00
C -3.05 3.70 -2.79
C -3.10 3.17 -1.51
S -3.68 1.50 -1.32
O -3.78 0.92 -2.63
O -4.88 1.53 -0.52
O -2.57 0.87 -0.52
H -4.27 1.95 1.07
H -1.61 5.68 0.19
H -1.48 6.61 -2.11
H -2.45 5.36 -4.00
H -3.45 3.11 -3.61
N -0.91 0.78 -3.48
C 0.03 1.63 -3.14
N 0.84 2.11 -4.10
S 0.40 2.13 -1.53
H -1.11 0.57 -4.45
H -1.67 0.49 -2.87
H 0.63 1.97 -5.08
H 1.60 2.71 -3.84
Te -3.13 -1.98 -3.66
C -1.89 -2.85 -5.14
C -0.59 -2.54 -5.49
C -0.06 -3.35 -6.54
C -0.95 -4.27 -7.00
S -2.44 -4.14 -6.14
H -0.03 -1.76 -5.00
H 0.94 -3.24 -6.93
H -0.82 -5.00 -7.77
C 3.72 -0.32 -0.42
C 3.94 0.66 0.75
C 5.26 0.37 1.46
C 4.00 2.06 0.12
P 2.43 0.61 1.88
N 1.14 0.48 0.98
C 2.33 2.18 2.92
C 3.63 2.53 3.65
C 1.21 1.97 3.94
C 1.90 3.36 2.01
C 2.50 -0.94 2.96
C 1.09 -1.25 3.48
C 2.86 -2.12 2.05
C 3.48 -0.86 4.13
H 4.33 0.01 -1.27
H 2.68 -0.31 -0.73
H 4.01 -1.34 -0.18
H 6.08 0.53 0.75
H 5.33 -0.66 1.81
H 5.43 1.03 2.31
H 4.78 2.06 -0.64
H 4.26 2.83 0.85
H 3.06 2.33 -0.35
H 3.97 1.73 4.31
H 3.46 3.41 4.27
H 4.44 2.77 2.97
H 1.47 1.24 4.71
H 0.29 1.67 3.44
H 1.01 2.92 4.44
H 2.75 3.91 1.63
H 1.28 4.04 2.60
H 1.28 3.02 1.18
H 0.37 -1.26 2.66
H 0.73 -0.55 4.23
H 1.10 -2.24 3.94
H 2.25 -2.13 1.15
H 2.67 -3.05 2.59
H 3.91 -2.12 1.77
H 3.14 -0.16 4.89
H 4.48 -0.57 3.82
H 3.55 -1.84 4.60



No. 2
103
Properties=species:S:1:pos:R:3 method="wB97M-V/def2-TZVPD" total_charge=+2 relative_energy_kcal_mol=0.0 homo_lumo_gap_ev="7.346 / 6.249" e_homo_ev="-12.23 / -13.08" e_tot_ev=-103964.62789 multiplicity=3
Pd -1.28 -0.93 -1.78
N 0.34 0.11 -1.79
S 1.79 -0.33 -1.52
N 2.46 -0.77 -0.10
S 1.88 -0.59 1.36
N 0.36 -0.35 1.71
S -1.11 -0.76 1.37
N -1.79 -0.54 0.05
C -1.35 -2.38 1.90
C -1.40 -2.69 3.23
C -1.56 -4.01 3.65
C -1.78 -4.99 2.71
C -1.54 -4.72 1.37
C -1.29 -3.42 0.96
C -2.19 0.05 2.55
C -1.74 1.02 3.37
C -2.67 1.75 4.12
C -4.02 1.51 3.97
C -4.47 0.42 3.21
C -3.54 -0.30 2.49
C 2.78 0.79 2.15
C 4.16 0.75 2.34
C 4.82 1.80 2.92
C 4.09 2.91 3.37
C 2.73 2.92 3.21
C 2.07 1.90 2.59
C 2.59 -2.07 2.11
C 3.40 -2.88 1.32
C 3.95 -4.03 1.91
C 3.83 -4.28 3.25
C 3.07 -3.43 4.04
C 2.41 -2.35 3.45
C 2.33 -1.63 -2.66
C 2.21 -2.97 -2.27
C 2.81 -3.92 -3.06
C 3.51 -3.54 -4.20
C 3.42 -2.26 -4.69
C 2.89 -1.26 -3.87
C 2.72 1.11 -1.94
C 2.04 2.28 -2.25
C 2.81 3.38 -2.70
C 4.19 3.30 -2.76
C 4.85 2.17 -2.31
C 4.09 1.04 -2.03
H -1.35 -1.90 3.98
H -1.48 -4.22 4.70
H -2.05 -6.01 2.97
H -1.72 -5.49 0.64
H -1.17 -3.16 -0.10
H -0.69 1.24 3.47
H -2.28 2.57 4.69
H -4.81 2.11 4.51
H -5.52 0.13 3.17
H -3.86 -1.12 1.84
H 4.67 -0.15 1.96
H 5.90 1.80 3.05
H 4.58 3.76 3.82
H 2.21 3.76 3.74
H 1.00 1.96 2.42
H 3.67 -2.59 0.32
H 4.48 -4.64 1.19
H 4.32 -5.19 3.68
H 2.86 -3.69 5.09
H 1.74 -1.74 4.06
H 1.75 -3.20 -1.33
H 2.75 -4.98 -2.78
H 4.10 -4.28 -4.74
H 3.63 -1.92 -5.72
H 2.89 -0.20 -4.15
H 0.98 2.38 -2.24
H 2.32 4.30 -2.92
H 4.76 4.08 -3.24
H 5.92 2.14 -2.17
H 4.64 0.15 -1.79
F 0.06 6.75 -3.55
C -0.35 6.54 -2.24
F 0.79 6.31 -1.49
F -0.84 7.76 -1.72
C -1.44 5.52 -2.13
C -1.89 4.85 -3.30
C -2.89 3.87 -3.12
N -3.36 3.48 -1.93
C -2.95 4.13 -0.84
C -2.04 5.20 -0.88
H -1.55 5.18 -4.29
H -3.22 3.33 -3.98
H -3.42 3.84 0.13
H -1.74 5.72 0.06
C -6.30 0.95 -2.45
C -5.29 -0.13 -2.03
C -5.44 -1.52 -1.99
C -4.14 -2.09 -1.75
N -3.26 -1.02 -1.68
N -4.00 0.12 -1.78
C -3.64 -3.48 -1.57
H -7.08 0.48 -3.06
H -5.78 1.72 -3.03
H -6.76 1.43 -1.56
H -6.36 -2.03 -2.23
H -3.60 1.05 -1.75
H -3.97 -4.08 -2.42
H -4.05 -3.99 -0.67
H -2.54 -3.57 -1.60



No. 3
17
Properties=species:S:1:pos:R:3 method="wB97M-V/def2-TZVPD" total_charge=0 relative_energy_kcal_mol=25.1 homo_lumo_gap_ev=11.472 e_homo_ev=-10.56 smiles=CCO.CC e_tot_ev=-6389.03305
C 1.52 -1.11 -1.38
C 0.16 -1.67 -1.74
O -0.65 -2.01 -0.64
H 1.47 -0.13 -0.88
H 1.86 -1.74 -0.55
H 2.27 -0.97 -2.15
H 0.29 -2.54 -2.39
H -0.40 -1.00 -2.40
H -1.21 -1.30 -0.39
C -0.42 2.11 1.14
C -0.75 0.97 2.06
H -1.19 2.31 0.35
H 0.43 2.02 0.47
H -0.50 3.10 1.59
H -1.77 0.59 1.90
H -0.14 0.09 1.92
H -0.97 1.27 3.09



No. 4
20
Properties=species:S:1:pos:R:3 method="wB97M-V/def2-TZVPD" total_charge=0 relative_energy_kcal_mol=66.5 homo_lumo_gap_ev=9.543 e_homo_ev=-8.88 smiles="[H]/N=C(/N)NC.CC(=O)O" e_tot_ev=-12889.94578
H -1.36 -1.39 -0.07
N -0.39 -1.21 -0.06
C 0.42 -0.93 -1.00
N 1.72 -0.80 -0.37
N 0.45 -0.86 -2.36
C -0.60 -0.32 -3.32
H 2.07 0.09 -0.51
H 1.79 -0.86 0.68
H 0.82 -1.68 -2.75
H -0.08 0.42 -4.00
H -1.39 0.25 -2.65
H -1.32 -0.96 -3.85
C -0.81 1.66 2.16
C -0.06 0.77 2.99
O -0.45 0.44 4.10
O 1.07 0.33 2.40
H -1.23 1.26 1.26
H -0.15 2.48 1.99
H -1.70 1.99 2.77
H 1.20 -0.66 2.60



No. 5
75
Properties=species:S:1:pos:R:3 method="wB97M-V/def2-TZVPD" total_charge=+2 relative_energy_kcal_mol=32.6 homo_lumo_gap_ev=6.631 e_homo_ev=-13.84 e_tot_ev=-48194.96951
Ta 0.32 -0.70 0.50
C 3.40 -0.23 -0.44
N 2.66 -1.29 0.33
C 3.42 -1.42 1.59
C 2.66 -2.11 2.75
C 1.43 -1.44 3.42
N 0.22 -1.51 2.53
C -0.82 -2.11 3.11
C -2.14 -2.16 2.57
C -3.06 -3.15 2.97
C -4.39 -2.97 2.67
C -4.79 -2.04 1.73
C -3.83 -1.41 0.98
C -2.50 -1.46 1.44
O -1.59 -0.71 0.71
C 2.91 -2.58 -0.47
C 2.30 -3.88 0.06
C 0.80 -3.87 0.26
N 0.16 -2.64 -0.29
C -0.58 -2.78 -1.42
C -0.76 -1.89 -2.47
C -1.57 -2.20 -3.62
C -1.70 -1.31 -4.65
C -0.95 -0.08 -4.58
C -0.16 0.24 -3.50
C -0.12 -0.61 -2.43
O 0.63 -0.39 -1.33
H 4.49 -0.42 -0.58
H 3.37 0.69 0.23
H 2.88 -0.12 -1.38
H 3.75 -0.39 1.83
H 4.32 -2.00 1.35
H 3.37 -2.28 3.54
H 2.35 -3.11 2.47
H 1.56 -0.38 3.73
H 1.20 -1.95 4.36
H -0.70 -2.70 4.03
H -2.80 -3.97 3.61
H -5.17 -3.56 3.20
H -5.85 -1.90 1.57
H -4.12 -0.79 0.16
H 4.01 -2.70 -0.69
H 2.56 -2.34 -1.47
H 2.76 -4.12 1.03
H 2.56 -4.69 -0.64
H 0.46 -4.04 1.29
H 0.41 -4.74 -0.35
H -1.11 -3.72 -1.57
H -2.17 -3.14 -3.59
H -2.34 -1.53 -5.52
H -1.01 0.71 -5.36
H 0.47 1.13 -3.51
N -0.58 1.41 0.09
C -0.73 2.49 -0.38
N -0.76 3.71 -0.81
C 0.25 4.17 -1.80
C -0.42 5.13 -2.79
C -1.29 6.19 -2.14
C -2.28 5.61 -1.15
C -1.54 4.80 -0.11
H 0.64 3.33 -2.34
H 1.12 4.56 -1.32
H -1.02 4.57 -3.51
H 0.37 5.56 -3.40
H -1.86 6.73 -2.92
H -0.68 6.92 -1.64
H -2.91 4.92 -1.68
H -2.90 6.37 -0.68
H -2.26 4.48 0.64
H -0.88 5.43 0.47
N 1.44 0.73 1.75
C 1.58 1.75 2.31
N 1.69 2.88 2.87
C 2.58 3.27 3.78
N 3.26 3.77 4.58



No. 6
17
Properties=species:S:1:pos:R:3 method="wB97M-V/def2-TZVPD" total_charge=-1 relative_energy_kcal_mol=53.6 homo_lumo_gap_ev="3.767 / 6.230" e_homo_ev="-0.60 / -4.23" e_tot_ev=-36602.16327 multiplicity=3
C 1.10 1.81 0.02
C -2.58 -0.01 -0.50
C 0.82 -0.27 -1.29
N 0.06 1.41 0.77
O 2.51 -1.81 0.09
O 1.54 2.93 -0.03
O 0.49 -1.10 1.46
O 0.36 -2.85 -0.34
O 1.56 0.75 -0.78
S -1.03 -0.17 -1.69
S 0.86 -1.57 0.06
H -3.28 0.41 -1.20
H -2.01 0.56 0.25
H -2.90 -0.98 -0.14
H -0.34 1.96 1.42
H -0.04 0.42 0.95
H 2.88 -1.49 0.95



No. 7
7
Properties=species:S:1:pos:R:3 method="wB97M-V/def2-TZVPD" total_charge=0 relative_energy_kcal_mol=33.4 homo_lumo_gap_ev=8.008 e_homo_ev=-9.38 smiles="O=NP[N+](=O)[O-]" e_tot_ev=-18421.08672
O -1.75 -1.39 -0.40
N -1.70 -0.22 -0.46
P -0.28 0.59 0.99
N 0.95 -0.18 -0.05
O 1.38 -1.27 0.28
O 1.41 0.60 -0.85
H -0.01 1.88 0.48



No. 8
38
Properties=species:S:1:pos:R:3 method="wB97M-V/def2-TZVPD" total_charge=+1 homo_lumo_gap_ev=6.832 e_homo_ev=-11.80 e_tot_ev=-43535.83422
O -1.09 0.21 1.98
P -0.56 0.55 0.51
O 1.18 0.65 0.63
O -0.98 -0.73 -0.60
N -1.14 2.16 -0.08
C -2.50 2.12 -0.73
C -3.75 1.97 0.37
C -4.77 0.84 -0.24
S -6.49 0.82 0.50
O -7.38 1.73 -0.40
O -6.56 1.25 1.99
O -7.06 -0.81 0.38
H 1.52 0.24 1.49
H -1.15 -0.32 -1.52
H -0.45 2.44 -0.84
H -1.05 2.82 0.72
H -2.69 3.14 -1.27
H -2.64 1.28 -1.54
H -3.28 1.70 1.41
H -4.25 3.03 0.49
H -4.88 1.07 -1.40
H -4.25 -0.21 -0.16
H -6.56 -1.37 1.07
C 5.83 -1.36 1.29
C 5.94 -1.16 -0.22
O 5.46 -2.27 -0.97
C 4.09 -2.62 -0.78
C 3.13 -1.51 -1.15
H 6.37 -2.26 1.60
H 6.26 -0.50 1.81
H 4.80 -1.47 1.61
H 7.00 -1.04 -0.48
H 5.44 -0.25 -0.53
H 3.93 -2.97 0.24
H 3.90 -3.48 -1.44
H 3.26 -0.63 -0.52
H 2.09 -1.85 -1.04
H 3.28 -1.19 -2.19



No. 9
13
Properties=species:S:1:pos:R:3 method="wB97M-V/def2-TZVPD" total_charge=+2 relative_energy_kcal_mol=111.7 homo_lumo_gap_ev="8.022 / 6.762" e_homo_ev="-18.34 / -18.34" e_tot_ev=-16793.35528 multiplicity=2
O 0.99 1.88 0.65
C 1.63 0.96 0.09
C -0.24 -0.57 -0.75
O 1.43 0.67 -1.12
O 1.70 -0.23 0.76
C 0.66 -1.13 0.56
H -0.11 -1.55 -1.23
H -0.79 -0.50 -1.71
H 1.06 -2.11 0.30
H 0.02 -1.21 1.45
O -1.76 0.80 0.09
Li -3.65 0.43 0.09
Pb -0.93 2.56 0.82



No. 10
20
Properties=species:S:1:pos:R:3 method="wB97M-V/def2-TZVPD" total_charge=+1 relative_energy_kcal_mol=44.1 homo_lumo_gap_ev=11.394 e_homo_ev=-14.69 e_tot_ev=-11967.68233
C 0.79 -1.93 -0.95
C 1.04 2.08 1.28
C -0.12 -0.67 -0.92
C 0.19 0.07 0.36
N 0.66 1.27 0.14
O 0.16 0.12 -2.02
O -2.34 0.22 0.46
O 0.17 -0.46 1.54
H 0.46 -2.45 -0.13
H 1.84 -1.70 -0.80
H 0.64 -2.47 -1.89
H 1.80 1.50 1.69
H 1.38 3.17 1.26
H 0.12 2.23 1.85
H -1.21 -0.99 -0.93
H 1.11 1.54 -0.74
H -2.54 -0.29 1.23
H 0.05 -0.34 -2.91
H -3.12 0.21 -0.05
H -0.10 -1.41 1.52



No. 11
15
Properties=species:S:1:pos:R:3 method="wB97M-V/def2-TZVPD" total_charge=+2 homo_lumo_gap_ev=7.318 e_homo_ev=-16.98 e_tot_ev=-26794.50609
C -1.77 -0.39 1.02
C -0.39 -0.75 0.62
C 0.70 0.06 0.77
C 1.85 -0.19 -0.01
O 2.91 0.49 0.10
Ca 4.90 0.66 -0.56
H -2.48 -0.73 0.26
H -1.85 0.63 1.42
H -0.30 -1.60 -0.06
H -1.87 -1.13 1.87
H 0.68 0.94 1.42
H 1.82 -1.01 -0.74
H -0.76 1.26 -1.66
O -1.35 0.61 -2.06
H -2.09 1.13 -2.39



No. 12
14
Properties=species:S:1:pos:R:3 method="wB97M-V/def2-TZVPD" total_charge=0 relative_energy_kcal_mol=92.6 homo_lumo_gap_ev=9.199 e_homo_ev=-8.37 smiles=Cl[C@H]1C[C@H]1[C@@H]1CS1 e_tot_ev=-28651.57824
Cl 1.92 -1.58 0.01
C 1.45 -0.08 0.26
C 1.09 0.70 -0.96
C 0.20 0.72 0.19
C -1.20 0.28 0.03
C -1.59 -0.79 0.95
S -1.30 -1.40 -0.82
H 2.31 0.37 0.80
H 1.58 1.55 -1.16
H 1.13 0.00 -2.02
H 0.05 1.84 0.51
H -2.08 0.85 -0.48
H -0.92 -1.29 1.44
H -2.63 -1.15 1.26



No. 13
9
Properties=species:S:1:pos:R:3 method="wB97M-V/def2-TZVPD" total_charge=0 relative_energy_kcal_mol=50.3 homo_lumo_gap_ev=9.940 e_homo_ev=-9.40 smiles=Sc1nocc1Cl e_tot_ev=-30035.88592
S 1.97 -1.08 -0.03
C 0.70 0.15 0.04
N 1.09 1.52 0.01
O -0.08 2.26 -0.06
C -1.07 1.39 0.09
C -0.73 0.10 0.09
Cl -1.81 -1.24 -0.03
H 0.90 -1.96 0.42
H -2.00 1.72 -0.14